1.
Entry from OMol25: C5H9N3 in the gas phase (ωB97M-V with the def2-TZVPD basis set).

## Properties
frontier orbital gap: 10.25 eV
total charge: 0
SMILES: N[C@H]1[C@H]2N[C@H]2[C@H]2N[C@@H]12
energy above the lowest of the compared OMol25 structures with the same formula, charge and spin: 79.5 kcal/mol

Element x y z (Å)
N -1.1851 1.3550 -1.1792
C -0.1368 0.3183 -1.1373
C 1.0699 0.7350 -0.2376
N 1.0664 1.0701 1.2144
C 1.3916 -0.3225 0.7665
C 0.2229 -1.3269 0.6546
N -1.1511 -0.9321 0.8687
C -0.7041 -0.9219 -0.4757
H -1.2902 1.6042 -0.1369
H -2.1494 0.8803 -1.3944
H 0.1784 -0.0414 -2.1166
H 1.9413 1.2887 -0.5397
H 0.1547 1.1503 1.6320
H 2.3874 -0.7145 0.9922
H 0.5367 -2.4035 0.8506
H -1.1255 -0.0823 1.4122
H -1.2071 -1.6568 -1.1737

2.
Entry from OMol25: a molecular structure, C5H9N3 (ωB97M-V with the def2-TZVPD basis set).

## Properties
frontier orbital gap: 9.41 eV
total charge: 0
energy above the lowest of the compared OMol25 structures with the same formula, charge and spin: 138.0 kcal/mol

Element x y z (Å)
C 1.4606 0.2251 -0.7095
C 1.0449 -0.2099 1.0972
C 0.0255 -0.0568 -0.0475
C -1.1430 0.8307 -0.0916
C -0.9002 -1.3827 -0.3644
H 1.5127 0.1033 -2.0266
H 1.7796 1.2826 -0.6550
H 2.8884 -0.3870 0.4624
H 0.4723 -0.6678 2.1020
H 1.3731 0.8558 1.2271
H -1.3651 1.8421 0.3808
H -1.3209 1.1292 -1.0844
H -3.0664 0.5356 0.0937
H -0.4779 -2.1876 -0.9899
N 2.0750 -0.8590 0.1597
N -2.2744 0.1353 0.3866
N -2.0842 -1.1889 0.0595

3.
Entry from OMol25: 2 unconnected molecules or ions with the total composition C5H9N3 (ωB97M-V with the def2-TZVPD basis set).

## Properties
frontier orbital gap: 9.20 eV
total charge: 0
energy above the lowest of the compared OMol25 structures with the same formula, charge and spin: 133.6 kcal/mol

Element x y z (Å)
C 0.0585 -1.4305 2.4431
C -0.9144 0.2164 1.1266
C -0.6399 1.1882 -0.9541
C 0.3625 0.8836 -2.0401
C 1.0412 -0.4175 -1.5945
H 0.8220 -1.9324 1.1943
H 1.1052 -0.9058 3.0504
H -0.3961 -2.3228 3.1130
H -1.6622 1.0527 1.0497
H -0.4592 2.2075 -0.6984
H -1.6907 0.8388 -1.0772
H 1.0182 1.6649 -2.2099
H 0.0290 0.6934 -3.1150
H 1.6320 -0.9855 -2.1704
N -0.9811 -0.4113 2.2855
N -0.0402 0.4084 0.0703
N 0.7151 -0.7481 -0.4732

4.
Entry from OMol25: a molecular structure, C5H9N3 (ωB97M-V with the def2-TZVPD basis set).

## Properties
frontier orbital gap: 9.25 eV
total charge: 0
energy above the lowest of the compared OMol25 structures with the same formula, charge and spin: 87.5 kcal/mol

Element x y z (Å)
C -1.4500 -0.0307 0.3853
C -0.9812 1.2859 -0.1757
C 1.8379 -0.4044 -0.4300
C 0.8970 -1.2437 0.4422
C 0.0189 -0.0906 0.9042
H -1.1020 -0.7363 -1.3910
H -2.6901 -1.2125 -0.8287
H -2.2059 0.0365 1.1397
H -1.1344 1.3769 -1.3764
H -1.3101 2.3068 0.2617
H 2.6343 -0.7689 -1.0926
H 0.3573 -2.0094 -0.2772
H 1.5768 -1.6564 1.2316
H -0.0218 -0.0178 2.0648
N -1.6993 -1.0649 -0.6702
N 0.4152 1.0750 0.2453
N 1.5642 0.7874 -0.5019

5.
Entry from OMol25: C5H9N3 in the gas phase (ωB97M-V with the def2-TZVPD basis set).

## Properties
frontier orbital gap: 9.36 eV
total charge: 0
SMILES: C1=C\NNCC\N=C/1
energy above the lowest of the compared OMol25 structures with the same formula, charge and spin: 144.8 kcal/mol

Element x y z (Å)
C -1.5700 0.4286 -0.5628
C -0.8218 1.5270 -0.7913
N 0.5619 1.5396 -0.5159
N 1.2575 0.3536 -0.3630
C 1.2549 -0.3787 0.7433
C 0.1538 -0.9160 1.3675
N -0.2698 -1.6920 0.1708
C -1.1785 -1.0829 -0.6041
H -2.7764 0.7164 -0.4546
H -1.0127 2.5461 -1.1037
H 1.1442 2.1695 -1.0160
H 1.0454 -0.2521 -1.1140
H 1.6334 -1.2506 0.3048
H 1.9680 0.0800 1.4572
H -0.6318 -0.3795 1.8043
H 0.3079 -1.5884 2.3013
H -1.0660 -1.8207 -1.6238

6.
Entry from OMol25: a molecular structure, C5H9N3 (ωB97M-V with the def2-TZVPD basis set).

## Properties
frontier orbital gap (spin up / spin down): 7.45 / 6.13 eV
total charge: 0
energy above the lowest of the compared OMol25 structures with the same formula, charge and spin: 102.4 kcal/mol

Element x y z (Å)
C -1.6918 0.5161 -0.7982
C 0.6872 -0.4555 0.9514
C 0.5517 0.8424 0.3334
N 1.2200 1.9440 0.6899
C 0.1699 -1.2804 -0.3161
C -0.1737 0.5080 -0.8583
N 1.3969 -0.7810 1.9528
N -0.7552 -2.2228 -0.2446
H 1.8072 1.8849 1.5107
H 0.9550 2.8446 0.3243
H 1.2259 -1.7549 2.2128
H -0.4684 -3.0736 -0.7227
H 1.0882 -1.4794 -0.8935
H 0.1848 0.9916 -1.7721
H -2.0787 1.5307 -0.9218
H -2.0791 -0.1190 -1.5969
H -2.0399 0.1045 0.1489